A cluster of 2 separate species, C4H13N4O in total. Source: the OMol25 dataset; level of theory: ωB97M-V/def2-TZVPD.

Structure (ORCA input):
```
! RIJCOSX wB97M-V def2-TZVPD def2/J DEFGRID3
* xyz 1 1
C -0.796 -1.022 -3.543
C 0.157 -0.538 -2.472
O -0.131 -0.469 -1.263
N 1.425 -0.063 -2.871
H -1.870 -0.985 -3.179
H -0.517 -2.029 -4.067
H 2.066 0.315 -2.132
H 2.103 -0.484 -3.656
H -0.521 -0.293 -4.405
C 1.020 -0.763 2.705
C -0.514 0.956 1.923
N -1.592 0.872 1.058
N 0.553 0.162 1.552
N -0.701 1.717 2.996
H -1.412 0.200 0.198
H -1.825 1.866 0.703
H 0.586 -0.295 0.490
H -0.117 1.636 3.842
H -1.409 2.406 3.064
H 1.761 -1.555 2.512
H 0.275 -1.542 3.125
H 1.459 -0.091 3.419
*
```

For the energy above the lowest of the compared OMol25 structures with the same formula, charge and spin, the calculation gives 67.2 kcal per mole. The lowest unoccupied orbital energy is -2.82 eV. As for the max |F|: 3.719 eV Å⁻¹. For the HOMO-LUMO gap, the calculation gives 10.808 eV. Its electronic energy is -12359.9726 eV.